The following is a DFT calculation (ωB97M-V with the def2-TZVPD basis set) of C3H10NO2P in the gas phase in a non-equilibrium geometry.

```
17
Properties=species:S:1:pos:R:3
C 2.034 -0.062 -0.341
C 0.880 0.966 -0.335
P -0.246 0.344 1.019
N -1.771 1.123 0.644
O 0.175 0.570 2.402
O -0.736 -1.156 0.709
C -1.143 -1.598 -0.591
H 2.768 0.192 0.472
H 1.569 -0.961 -0.069
H 2.483 -0.260 -1.266
H 0.402 0.932 -1.261
H 1.200 1.977 -0.113
H -2.293 1.452 1.537
H -1.756 1.835 -0.032
H -2.160 -1.505 -0.684
H -0.812 -2.714 -0.693
H -0.592 -1.135 -1.397
```

As for the total charge: 0. As for the spin multiplicity: 1. The LUMO energy is 0.8 eV. The energy above the lowest of the compared OMol25 structures with the same formula, charge and spin comes out at 37.3 kcal/mol. Its HOMO energy is -9.780 eV.

***

The following is a DFT calculation (ωB97M-V with the def2-TZVPD basis set) of a molecular structure, C4H9N2O in a non-equilibrium geometry.

```
16
Properties=species:S:1:pos:R:3
C -1.299 -0.385 0.308
C 1.228 0.902 -0.126
C 2.170 -0.276 -0.211
C 0.509 -0.005 0.813
N -2.044 0.710 0.186
N -1.571 -1.590 -0.035
O 1.106 -1.089 0.356
H 1.622 1.816 0.283
H 0.784 0.992 -1.094
H 2.699 -0.874 -1.040
H 2.976 -0.065 0.594
H 0.551 0.333 1.905
H -1.726 1.584 0.544
H -3.002 0.789 -0.229
H -0.714 -2.070 -0.364
H -2.531 -1.874 -0.198
```

As for the total charge: +1. As for the spin multiplicity: 1. The LUMO energy is -3.1 eV. The energy above the lowest of the compared OMol25 structures with the same formula, charge and spin comes out at 78.4 kcal/mol. Its HOMO energy is -14.095 eV.

***

The following is a DFT calculation (ωB97M-V with the def2-TZVPD basis set) of 2 unconnected molecules or ions with the total composition C2H7NS2.

```
12
Properties=species:S:1:pos:R:3
C -1.827 -0.184 -0.717
N -1.922 0.289 0.453
H -1.390 0.417 -1.506
H -2.160 -1.197 -0.945
H -2.393 -0.375 1.052
C 1.620 1.034 -0.104
S 1.650 -0.712 -0.613
S 1.488 -1.663 1.222
H 2.557 1.305 0.373
H 1.439 1.593 -1.020
H 0.790 1.208 0.576
H 0.147 -1.716 1.227
```

As for the total charge: 0. As for the spin multiplicity: 1. The LUMO energy is 0.5 eV. The energy above the lowest of the compared OMol25 structures with the same formula, charge and spin comes out at 18.3 kcal/mol. Its HOMO energy is -9.127 eV.

***

The following is a DFT calculation (ωB97M-V with the def2-TZVPD basis set) of a molecular structure, C2H9NO in a non-equilibrium geometry.

```
13
Properties=species:S:1:pos:R:3
N 0.431 -2.740 0.268
H 1.205 -3.095 -0.273
H 2.033 3.759 -0.823
H -0.266 -3.391 0.055
H 0.079 -1.830 -0.262
C -1.148 -0.084 0.251
O -0.076 0.167 -0.681
C -0.394 1.232 0.197
H -1.233 -0.380 1.359
H -2.146 -0.027 -0.148
H 0.201 1.257 1.149
H -0.975 2.122 -0.060
H 2.289 3.009 -1.033
```

As for the total charge: 0. As for the spin multiplicity: 1. The LUMO energy is 1.1 eV. The energy above the lowest of the compared OMol25 structures with the same formula, charge and spin comes out at 87.0 kcal/mol. Its HOMO energy is -10.013 eV.

***

The following is a DFT calculation (ωB97M-V with the def2-TZVPD basis set) of a molecular structure, C18H22N3O4Pd in a non-equilibrium geometry.

```
48
Properties=species:S:1:pos:R:3
Pd 0.831 -1.250 -0.201
O -2.155 -3.086 1.734
C -1.043 -2.483 1.319
O -0.838 -2.332 0.079
C -0.085 -2.026 2.287
C -0.070 -2.098 3.683
C 1.023 -1.567 4.358
C 2.079 -0.959 3.674
C 2.021 -0.896 2.282
N 0.962 -1.447 1.653
C 2.916 -0.321 1.296
O 4.090 0.223 1.625
O 2.606 -0.338 0.080
H -2.706 -3.346 0.979
H -0.890 -2.550 4.212
H 1.057 -1.614 5.435
H 2.907 -0.536 4.221
H 4.262 0.218 2.576
C 2.626 -2.937 -2.063
C 1.727 -2.048 -2.827
C 1.620 -1.883 -4.229
C 0.643 -0.940 -4.438
C 0.175 -0.549 -3.145
C -0.867 0.440 -2.810
N 0.839 -1.225 -2.198
H 3.105 -3.651 -2.726
H 2.064 -3.471 -1.279
H 3.404 -2.340 -1.573
H 2.200 -2.400 -4.968
H 0.280 -0.551 -5.368
H -1.504 0.645 -3.665
H -0.392 1.370 -2.495
H -1.459 0.063 -1.973
C -1.090 4.134 0.110
C -1.977 2.898 0.316
C -2.790 3.054 1.609
C -2.916 2.688 -0.884
C -1.126 1.737 0.423
N -0.453 0.807 0.467
H -1.723 5.007 -0.015
H -0.465 4.030 -0.774
H -0.448 4.291 0.973
H -3.394 3.954 1.535
H -2.135 3.151 2.472
H -3.453 2.207 1.764
H -3.689 3.451 -0.873
H -3.401 1.714 -0.834
H -2.374 2.763 -1.822
```

As for the total charge: +1. As for the spin multiplicity: 1. The LUMO energy (spin up / spin down) is -4.8 / -5.5 eV. The energy above the lowest of the compared OMol25 structures with the same formula, charge and spin comes out at 36.7 kcal/mol. Its HOMO energy (spin up / spin down) is -9.176 / -8.202 eV.

***

The following is a DFT calculation (ωB97M-V with the def2-TZVPD basis set) of 5 unconnected molecules or ions with the total composition C19H41F3NO8 in a non-equilibrium geometry.

```
72
Properties=species:S:1:pos:R:3
C 0.292 -0.076 0.760
C -0.185 0.894 -0.286
O -0.780 0.530 -1.264
O 0.086 2.201 -0.006
C -1.107 3.027 -0.139
O -1.382 3.506 -1.198
C -1.953 3.254 1.140
N -3.347 3.095 0.862
C -3.884 2.010 1.607
C -3.609 0.594 1.005
O -3.258 -0.360 1.995
C -4.817 0.096 0.230
F -5.888 -0.125 0.991
F -4.546 -1.075 -0.406
F -5.159 0.958 -0.727
H 1.064 0.393 1.356
H 0.662 -0.956 0.247
H -0.554 -0.371 1.372
H -1.748 4.310 1.381
H -1.575 2.613 1.951
H -4.968 2.133 1.622
H -3.576 1.978 2.670
H -2.823 0.690 0.261
H -3.083 -1.200 1.567
C -1.775 3.184 -5.562
C -1.363 4.640 -5.717
C 0.032 4.885 -5.163
O -2.305 5.485 -5.060
H -1.799 2.904 -4.506
H -2.778 3.027 -5.961
H -1.084 2.518 -6.083
H -1.390 4.919 -6.772
H 0.063 4.657 -4.094
H 0.311 5.934 -5.279
H 0.776 4.268 -5.671
H -2.306 5.252 -4.123
C 2.833 -4.329 -0.633
C 3.369 -3.033 -0.045
C 4.501 -3.293 0.939
O 2.314 -2.321 0.598
H 2.426 -4.965 0.158
H 2.022 -4.121 -1.331
H 3.614 -4.883 -1.159
H 3.726 -2.387 -0.848
H 4.147 -3.903 1.774
H 4.869 -2.354 1.353
H 5.332 -3.813 0.459
H 1.984 -2.872 1.317
C 2.675 4.018 1.269
C 2.513 4.197 2.770
C 3.682 4.966 3.371
O 2.391 2.926 3.410
H 3.580 3.443 1.048
H 1.832 3.466 0.855
H 2.744 4.981 0.761
H 1.584 4.729 2.976
H 4.618 4.423 3.214
H 3.551 5.084 4.448
H 3.778 5.956 2.921
H 3.200 2.435 3.236
C -1.107 -8.306 1.908
C -0.633 -6.905 1.550
C -0.658 -6.673 0.048
O 0.687 -6.691 2.057
H -0.452 -9.058 1.458
H -1.080 -8.454 2.988
H -2.125 -8.481 1.558
H -1.269 -6.170 2.043
H 0.013 -7.372 -0.460
H -0.313 -5.665 -0.184
H -1.662 -6.799 -0.359
H 1.268 -7.332 1.634
```

As for the total charge: -1. As for the spin multiplicity: 1. The LUMO energy is 2.1 eV. The energy above the lowest of the compared OMol25 structures with the same formula, charge and spin comes out at 4.7 kcal/mol. Its HOMO energy is -2.316 eV.